1.
Computed, not measured: a structure of composition C6H9CuNS, with wB97M-V/def2-TZVPD.

Summary:
Energy relative to the best compared isomer or geometry (same formula, charge and spin) ... 34.52 kcal/mol
Net charge ... 0
E ... -2327.3030 Ha
Frontier orbital gap ... 6.974 eV
E_HOMO ... -0.2831 Eh
Spin multiplicity ... 2

Last column: Löwdin spin population.
Atoms and positions in Å:
Cu 1.915 0.624 -0.771  0.000
C -1.357 -0.338 -3.904  0.000
H -0.426 -0.406 -3.297  0.000
H -2.016 -1.172 -3.656  0.000
H -1.813 0.614 -3.659  0.000
H -0.958 -0.332 -4.888  0.000
H -3.707 -1.106 -8.996  1.000
S 1.338 2.301 0.437  0.000
C 0.994 1.024 1.516  0.000
C 1.129 1.338 2.910  0.000
C 0.938 0.364 3.886  0.000
C 0.470 -0.896 3.423  0.000
C 0.296 -1.123 2.035  0.000
N 0.649 -0.226 1.100  0.000
H 1.320 2.403 3.127  0.000
H 1.069 0.612 4.965  0.000
H 0.272 -1.643 4.181  0.000
H -0.112 -2.038 1.592  0.000



2.
Computed, not measured: an isolated molecule of C6H9F, with wB97M-V/def2-TZVPD.

Summary:
Energy relative to the best compared isomer or geometry (same formula, charge and spin) ... 4.60 kcal/mol
Net charge ... 0
E ... -333.8490 Ha
Frontier orbital gap ... 9.464 eV
E_HOMO ... -0.3105 Eh
SMILES ... C=C/C(C)=C(/C)F

Last column: natural (NBO) charge in e.
Atoms and positions in Å:
C 2.253 0.422 -1.313  -0.395
C 1.608 0.256 -0.151  -0.198
C 0.164 0.032 -0.021  -0.146
C -0.668 -0.018 -1.276  -0.626
C -0.371 -0.117 1.198  0.446
C -1.771 -0.359 1.641  -0.681
F 0.448 -0.053 2.274  -0.345
H 1.772 0.416 -2.256  0.186
H 3.324 0.577 -1.339  0.200
H 2.205 0.296 0.772  0.221
H -1.726 -0.213 -1.062  0.215
H -0.568 0.909 -1.861  0.220
H -0.307 -0.832 -1.923  0.218
H -2.448 -0.420 0.782  0.224
H -2.085 0.430 2.327  0.232
H -1.829 -1.328 2.208  0.231



3.
Computed, not measured: a structure of composition C6H9F, with wB97M-V/def2-TZVPD.

Summary:
Energy relative to the best compared isomer or geometry (same formula, charge and spin) ... 146.87 kcal/mol
Net charge ... 0
E ... -333.6223 Ha
Frontier orbital gap ... 9.167 eV
E_HOMO ... -0.3261 Eh

Last column: natural (NBO) charge in e.
Atoms and positions in Å:
C 0.314 -1.555 -1.014  -0.698
C -0.767 -0.499 -1.376  -0.189
C -0.894 0.846 -1.075  -0.305
C -0.081 1.591 -0.199  -0.183
C 0.593 1.169 0.882  -0.225
C 0.290 0.075 1.814  -0.001
H -0.009 -1.959 0.407  0.254
H 0.002 -2.844 -1.812  0.240
H 1.499 -0.817 -1.195  0.276
H -1.669 -0.862 -1.985  0.205
H -1.896 1.175 -1.471  0.229
H 0.290 2.651 -0.503  0.217
H 1.185 2.066 1.358  0.205
H -0.550 -0.453 1.502  0.179
H 0.316 0.320 2.970  0.198
F 1.376 -0.905 1.698  -0.401



4.
Computed, not measured: a structure of composition C6H9F2LuNO5S2, with wB97M-V/def2-TZVPD.

Summary:
Energy relative to the best compared isomer or geometry (same formula, charge and spin) ... 0.00 kcal/mol
Net charge ... +2
E ... -2895.9114 Ha
Frontier orbital gap (alpha / beta) ... 8.535 / 8.734 eV
E_HOMO (alpha / beta) ... -0.6196 / -0.6505 Eh
Spin multiplicity ... 2

Last column: Löwdin spin population.
Atoms and positions in Å:
N -2.115 2.557 0.674  0.000
S -3.432 3.097 1.289  0.000
O -3.317 4.522 1.591  0.000
S -1.649 1.045 1.342  0.000
O -0.168 1.336 1.603  0.004
C -1.671 0.119 -0.330  0.000
F -2.974 -0.107 -0.553  0.000
F -1.238 0.953 -1.281  0.000
O -0.719 -1.534 1.922  0.013
C -1.221 -2.177 0.810  0.003
C -0.904 -1.354 -0.433  0.001
O 0.464 -1.056 -0.389  0.003
C 1.224 -0.949 -1.597  0.008
C 2.227 0.169 -1.448  0.010
O 3.094 -0.087 -0.344  0.318
C 2.875 0.577 0.797  0.479
Lu 0.929 -0.490 1.819  0.090
H -2.320 -2.302 0.856  0.000
H -0.785 -3.181 0.648  0.000
H -1.205 -1.820 -1.381  0.000
H 0.565 -0.720 -2.443  0.001
H 1.723 -1.912 -1.766  0.000
H 1.717 1.131 -1.302  0.000
H 2.848 0.216 -2.349  0.004
H 3.647 0.403 1.550  0.033
H 2.404 1.566 0.718  0.035



5.
Computed, not measured: an isolated molecule of C6H9F2NS, with wB97M-V/def2-TZVPD.

Summary:
Energy relative to the best compared isomer or geometry (same formula, charge and spin) ... 6.06 kcal/mol
Net charge ... 0
E ... -886.5917 Ha
Frontier orbital gap ... 8.288 eV
E_HOMO ... -0.2767 Eh
SMILES ... CC[C@@H]1SC(F)=C(F)N1C

Last column: natural (NBO) charge in e.
Atoms and positions in Å:
C -1.054 -1.925 0.393  -0.611
C -0.287 -0.637 0.877  -0.407
C 0.722 -0.236 -0.228  -0.095
S 1.924 -1.667 -0.585  0.175
C 3.195 -0.635 0.057  0.105
F 4.480 -1.058 0.137  -0.306
C 2.772 0.674 0.254  0.446
F 3.702 1.627 0.576  -0.315
N 1.457 1.000 0.085  -0.459
C 1.040 2.078 -0.944  -0.388
H -1.790 -2.159 1.228  0.218
H -0.438 -2.675 0.171  0.214
H -1.737 -1.571 -0.361  0.203
H 0.168 -0.837 1.742  0.201
H -0.791 0.304 1.138  0.211
H 0.058 -0.271 -1.039  0.203
H 1.251 1.886 -1.943  0.191
H 0.031 2.051 -0.766  0.197
H 1.560 2.921 -0.530  0.217



6.
Computed, not measured: a cluster of 2 separate species, C6H9F3O7S in total, with wB97M-V/def2-TZVPD.

Summary:
Net charge ... 0
E ... -1458.4726 Ha
Frontier orbital gap ... 11.320 eV
E_HOMO ... -0.3941 Eh
SMILES ... O=COCCOC(F)(F)F.O=S1(=O)OCCO1

Last column: natural (NBO) charge in e.
Atoms and positions in Å:
O 2.419 -0.511 1.369  -0.555
C 2.217 0.309 2.217  0.661
O 1.097 1.040 2.344  -0.534
C -0.121 0.267 2.285  -0.111
C -1.238 1.275 2.124  -0.091
O -2.306 0.798 1.310  -0.503
C -3.110 -0.149 1.829  1.164
F -4.404 0.204 1.655  -0.319
F -2.926 -1.336 1.198  -0.329
F -2.907 -0.364 3.144  -0.329
H 2.963 0.528 2.985  0.116
H -0.200 -0.273 3.222  0.183
H -0.092 -0.412 1.445  0.228
H -0.816 2.111 1.586  0.225
H -1.586 1.654 3.075  0.191
O 2.391 1.230 -1.662  -0.893
S 1.196 0.471 -1.707  2.558
O 0.195 0.595 -0.713  -0.912
O 1.576 -1.071 -1.908  -0.679
C 0.949 -1.592 -3.086  -0.098
C 0.834 -0.397 -4.009  -0.102
O 0.493 0.684 -3.134  -0.686
H -0.032 -1.988 -2.816  0.194
H 1.563 -2.386 -3.502  0.212
H 0.059 -0.517 -4.760  0.213
H 1.786 -0.169 -4.494  0.194